Record 1
10
Properties=species:S:1:pos:R:3:forces:R:3:lowdin_spin:R:1 method="wB97M-V/def2-TZVPD" s2=2.0071 lumo_energy_ev="0.68 / -2.30" multiplicity=3 relative_energy_kcal_mol=59.32
C -0.262 -1.654 0.002 -1.105 -8.727 -1.181 0.02
C -0.294 0.753 -0.208 -4.202 2.375 -0.883 0.61
N 1.630 1.185 0.087 1.983 1.904 2.292 1.10
O 0.672 -2.459 -0.176 -0.332 4.116 0.398 0.01
O -0.702 -0.493 0.112 0.234 3.584 0.200 0.11
H -1.270 -2.129 0.017 0.262 -1.280 0.431 0.00
H 1.447 2.232 -0.023 1.095 -1.604 0.342 0.03
H -0.894 1.383 0.525 1.390 -0.123 -0.564 0.04
H -0.586 1.117 -1.224 0.463 -0.901 0.472 0.03
H 2.067 0.966 1.032 0.212 0.657 -1.507 0.05

***

Record 2
15
Properties=species:S:1:pos:R:3:forces:R:3:lowdin_charge:R:1 method="wB97M-V/def2-TZVPD" lumo_energy_ev=-0.91 relative_energy_kcal_mol=25.54
C 1.056 -0.326 1.296 -2.496 -1.157 0.653 -0.55
C 3.123 0.478 0.779 -1.293 -1.378 1.348 -0.74
N 1.519 -0.326 2.484 -2.059 -0.615 0.235 -0.32
O 3.908 0.877 0.021 1.698 0.969 -1.160 0.12
O 1.877 0.006 0.346 0.427 0.760 -2.336 -0.10
P -1.969 -0.406 -2.943 -2.348 -0.880 2.977 0.40
P -2.186 0.461 1.398 1.208 2.140 0.777 0.41
P -0.463 0.276 -1.485 0.551 -0.422 0.080 0.24
P -1.052 -0.990 0.350 3.805 -0.062 -0.448 0.37
S 3.095 0.140 2.510 0.977 0.626 -0.076 1.04
H -1.442 0.181 -3.996 1.063 1.595 -1.890 -0.23
H -2.843 0.677 -2.465 0.392 -0.673 -0.905 -0.14
H -1.719 -0.141 2.599 -0.597 -0.035 0.034 -0.14
H -3.328 -0.224 1.181 -1.393 -1.037 0.179 -0.20
H 0.424 -0.684 -2.074 0.065 0.167 0.532 -0.14

***

Record 3
11
Properties=species:S:1:pos:R:3:forces:R:3:lowdin_charge:R:1 method="wB97M-V/def2-TZVPD" lumo_energy_ev="-1.21 / -1.21" relative_energy_kcal_mol=139.77
C 1.026 -0.450 0.016 -2.685 0.420 -0.148 0.11
C -1.100 0.054 -0.653 5.782 2.056 -1.877 -0.52
N -1.892 -0.673 0.137 -2.773 -3.891 2.610 -0.53
O -2.490 -0.209 1.076 -0.464 1.887 1.462 0.02
O -2.039 -1.859 -0.078 0.765 -1.363 -1.406 0.06
S -1.337 1.787 -0.510 0.439 0.499 -0.938 0.79
H 0.967 -1.538 -0.006 -0.066 0.256 0.474 0.03
H 1.193 0.108 0.962 -0.432 -0.663 -0.729 0.05
H 1.580 -0.078 -0.820 0.089 0.416 -0.396 0.01
H -0.950 -0.375 -1.646 -0.330 0.208 0.405 0.10
H -2.105 1.608 0.549 -0.325 0.174 0.543 -0.13

***

Record 4
11
Properties=species:S:1:pos:R:3:forces:R:3:lowdin_charge:R:1 method="wB97M-V/def2-TZVPD" lumo_energy_ev=-0.94 relative_energy_kcal_mol=109.99
C -2.077 0.852 0.147 -0.502 0.126 1.428 -0.05
C -1.266 -0.170 0.031 0.870 -0.913 -1.590 -0.11
N 1.505 0.326 -1.471 -1.065 0.346 -0.907 -0.23
O 3.551 0.435 0.130 -0.514 -0.607 0.582 -0.31
O 1.880 -1.360 0.509 -0.299 1.360 0.183 -0.19
S 2.266 -0.023 -0.329 2.024 -0.460 0.167 0.70
H 0.920 -1.224 0.688 0.330 -0.533 -0.128 0.06
H -2.947 0.575 0.712 -0.961 0.511 -0.204 0.04
H -1.901 1.909 -0.040 0.277 -0.365 -0.142 0.06
H -1.603 -1.201 0.112 -0.278 0.149 0.741 0.06
H -0.326 -0.118 -0.488 0.116 0.387 -0.130 -0.04

***

Record 5
11
Properties=species:S:1:pos:R:3:forces:R:3:lowdin_charge:R:1 method="wB97M-V/def2-TZVPD" lumo_energy_ev=0.45 relative_energy_kcal_mol=94.01
C 0.939 0.127 0.137 4.131 1.234 -0.428 -0.35
C -0.052 1.266 0.097 -0.204 0.744 1.889 -0.30
N 0.049 -0.840 -0.337 -3.414 -0.636 0.058 -0.30
O -2.510 0.081 -0.521 -1.113 0.523 -0.800 -0.51
O 0.212 -2.142 0.164 -1.357 -1.170 -1.930 -0.11
S -1.468 0.125 0.470 3.086 -1.387 -0.060 0.98
H 1.870 0.385 -0.558 -1.742 -0.888 0.967 0.14
H 1.458 -0.163 1.099 -1.039 0.683 -0.414 0.13
H 0.139 2.101 0.782 -0.314 -0.389 0.247 0.09
H -0.256 1.731 -0.828 0.096 -0.024 -1.457 0.07
H -0.382 -2.671 -0.505 1.869 1.310 1.927 0.16

***

Record 6
11
Properties=species:S:1:pos:R:3:forces:R:3:lowdin_charge:R:1 method="wB97M-V/def2-TZVPD" lumo_energy_ev=-1.22 relative_energy_kcal_mol=205.36
C -0.433 0.565 0.164 -1.758 8.139 -0.382 -0.23
C -1.896 0.234 0.101 -0.916 1.984 0.555 -0.06
N 0.571 -0.122 0.304 3.253 -3.247 -0.636 -0.11
O -0.047 2.449 0.020 -1.371 -5.795 0.485 -0.38
O 1.925 0.481 0.362 0.181 -0.596 -0.075 -0.22
Si 2.065 -1.090 -0.229 -1.667 2.824 0.705 0.80
H -2.327 -0.351 0.926 0.699 -0.121 -0.144 0.08
H -2.173 -0.211 -0.827 0.065 -0.672 -0.772 0.06
H -2.509 1.214 0.106 1.437 -1.325 0.077 0.11
H 2.289 -2.166 0.696 0.290 -0.584 0.034 -0.05
H 2.535 -1.003 -1.624 -0.214 -0.606 0.153 -0.02